# C12H13CrN3O5

A molecular structure, C12H13CrN3O5 in a non-equilibrium geometry (the ωB97M-V functional and the def2-TZVPD basis, the OMol25 dataset).

The HOMO-LUMO gap (spin up / spin down) is 0.261 / 0.294 hartree. The net charge is 0. Its energy is -2050.08039 a.u. As for the spin multiplicity: 5. Its LUMO energy (spin up / spin down) is -0.049 / -0.056 hartree. As for the HOMO energy (spin up / spin down): -8.4 / -9.5 eV.

Atoms and positions in Å:
1 Cr 0.103 -0.408 -0.256
2 O 0.643 2.075 0.504
3 C 0.863 2.633 -0.774
4 C 1.746 1.759 -1.668
5 N 1.159 0.424 -1.870
6 C 2.223 -0.582 -1.949
7 C 2.817 -0.689 -0.502
8 O 4.009 -0.810 -0.324
9 O 1.911 -0.586 0.393
10 C 0.263 0.404 -3.029
11 C -0.876 -0.635 -2.765
12 O -1.281 -1.347 -3.654
13 O -1.286 -0.595 -1.554
14 H 1.487 1.994 0.968
15 H -0.136 2.742 -1.203
16 H 1.327 3.624 -0.688
17 H 1.893 2.271 -2.628
18 H 2.721 1.653 -1.182
19 H 1.794 -1.554 -2.232
20 H 3.009 -0.308 -2.667
21 H -0.232 1.376 -3.129
22 H 0.795 0.183 -3.962
23 N -4.167 -1.685 5.495
24 C -3.458 -1.510 4.608
25 C -2.593 -1.279 3.522
26 C -1.585 -2.190 3.173
27 C -0.797 -1.933 2.077
28 N -0.926 -0.836 1.305
29 C -1.875 0.054 1.667
30 C -2.709 -0.115 2.743
31 H -1.431 -3.082 3.761
32 H -0.008 -2.615 1.791
33 H -1.955 0.934 1.040
34 H -3.447 0.634 2.988